1.
{"formula": "C5H12N", "method": "ωB97M-V/def2-TZVPD", "species": ["C", "C", "C", "C", "C", "N", "H", "H", "H", "H", "H", "H", "H", "H", "H", "H", "H", "H"], "xyz": [[1.39996, 0.72133, 0.94948], [1.04727, 0.05123, -0.14190], [1.62366, -1.24191, -0.57771], [-0.27365, 0.59478, -0.98794], [-1.51481, -0.07345, -0.44844], [-1.64075, 0.30478, 0.99351], [0.98709, 1.67884, 1.21622], [2.22442, 0.39225, 1.56055], [0.85704, -2.01672, -0.63399], [2.39397, -1.56714, 0.11649], [2.06968, -1.14475, -1.56452], [-0.31786, 1.67625, -0.90063], [-0.11781, 0.32890, -2.03017], [-1.42336, -1.15843, -0.51249], [-2.40609, 0.23718, -0.99564], [-2.27545, -0.31737, 1.50533], [-1.97470, 1.27313, 1.08404], [-0.65858, 0.26111, 1.36782]], "lowdin_charge": [0.028, -0.318, -0.050, -0.104, -0.159, 0.181, 0.072, 0.080, 0.086, 0.091, 0.097, 0.114, 0.121, 0.133, 0.138, 0.178, 0.180, 0.131], "spin_multiplicity": 1, "lumo_energy_ev": -3.471, "smiles": "C=C(C)CC[NH3+]", "total_charge": 1, "e_above_lowest_ev": 0.944, "homo_lumo_gap_ev": 10.587, "energy_ha": -252.196421}



2.
{"formula": "C3H9N2O2P", "method": "ωB97M-V/def2-TZVPD", "species": ["C", "N", "P", "N", "O", "C", "C", "O", "H", "H", "H", "H", "H", "H", "H", "H", "H"], "xyz": [[0.53356, -2.04578, -0.54786], [1.21823, -1.04122, 0.25869], [0.39832, 0.26928, 1.09663], [1.01864, 0.12867, 2.49461], [-1.21328, 0.10448, 0.60724], [-1.34149, 0.65458, -0.67528], [-0.42457, 1.82717, -0.70617], [0.61749, 1.62687, 0.25545], [1.21509, -2.36276, -1.28289], [-0.00849, -2.78152, -0.01257], [-0.16058, -1.49432, -1.15827], [1.89972, -1.41062, 0.94504], [0.72585, 0.86391, 3.19131], [-2.44469, 0.80274, -0.85754], [-1.08739, -0.08916, -1.44317], [0.01447, 2.00757, -1.72161], [-0.96089, 2.94011, -0.44360]], "lowdin_charge": [-0.143, -0.167, 0.570, -0.165, -0.211, -0.278, -0.219, -0.208, 0.063, 0.073, 0.035, 0.083, 0.018, 0.147, 0.093, 0.126, 0.180], "spin_multiplicity": 1, "lumo_energy_ev": 0.836, "smiles": "CNP1(=N)OCCO1", "e_above_lowest_ev": 2.367, "homo_lumo_gap_ev": 9.989, "energy_ha": -721.059207}



3.
{"formula": "C5H8O2", "method": "ωB97M-V/def2-TZVPD", "species": ["C", "C", "C", "O", "C", "C", "O", "H", "H", "H", "H", "H", "H", "H", "H"], "xyz": [[-1.43034, 0.98228, -0.27957], [-0.12445, 0.27324, -0.12687], [-0.11950, -0.27688, 1.24851], [1.24604, -0.79242, 1.15271], [1.42782, 0.14711, 0.07823], [0.76940, -0.43789, -1.10532], [0.80245, -1.79514, -1.38192], [-1.50926, 1.92087, 0.26947], [-1.78686, 1.10494, -1.30798], [-2.05832, 0.25500, 0.35207], [-1.13733, -0.76639, 1.44243], [-0.03874, 0.54462, 1.97500], [2.17222, 0.92429, 0.21853], [0.91055, 0.14758, -2.01545], [0.87633, -2.23122, -0.51985]], "lowdin_charge": [-0.024, -0.336, -0.160, -0.059, -0.122, -0.260, 0.019, 0.080, 0.085, 0.093, 0.136, 0.136, 0.150, 0.165, 0.099], "spin_multiplicity": 1, "lumo_energy_ev": 0.903, "e_above_lowest_ev": 4.075, "homo_lumo_gap_ev": 10.275, "energy_ha": -345.655209}



4.
{"formula": "C29H28BrInN7O3S", "method": "ωB97M-V/def2-TZVPD", "species": ["In", "C", "O", "C", "C", "C", "C", "C", "C", "N", "N", "C", "O", "C", "C", "C", "C", "C", "C", "C", "O", "H", "H", "H", "H", "H", "H", "H", "H", "H", "H", "H", "H", "C", "C", "N", "N", "C", "N", "S", "C", "C", "C", "C", "C", "N", "H", "H", "H", "H", "H", "H", "H", "H", "H", "H", "C", "C", "C", "C", "C", "Br", "N", "C", "H", "H", "H", "H", "H", "H"], "xyz": [[-1.00260, -1.07829, 0.44749], [-0.89731, -2.43618, -4.03792], [0.38085, -1.80517, -3.91090], [0.42493, -0.52969, -3.42816], [1.28640, 0.34644, -4.06052], [1.43767, 1.66222, -3.62699], [0.68931, 2.10092, -2.55957], [-0.16302, 1.22826, -1.87052], [-1.02214, 1.77010, -0.83166], [-1.52632, 1.01560, 0.06402], [-2.53543, 1.44391, 0.89530], [-3.31513, 0.41555, 1.16210], [-3.14374, -0.77917, 0.70736], [-4.42604, 0.65073, 2.12286], [-5.07576, -0.44547, 2.68166], [-6.05026, -0.25574, 3.65226], [-6.38540, 1.02791, 4.05879], [-5.75070, 2.12550, 3.48766], [-4.77386, 1.93988, 2.52311], [-0.30091, -0.13136, -2.27606], [-1.06668, -1.01223, -1.65967], [-0.77299, -3.20226, -4.79977], [-1.21786, -2.88207, -3.09914], [-1.65140, -1.71853, -4.36398], [1.82604, -0.01808, -4.92602], [2.10136, 2.33402, -4.15366], [0.74290, 3.13635, -2.24157], [-1.32672, 2.81673, -0.87516], [-4.80483, -1.43829, 2.34899], [-6.55470, -1.11000, 4.08441], [-7.15033, 1.17578, 4.80987], [-6.02748, 3.12726, 3.78965], [-4.27743, 2.78549, 2.06693], [1.38581, 3.12782, 1.74384], [1.64473, 1.66142, 1.55219], [0.90071, 0.74297, 2.03620], [-0.12395, 1.15258, 2.84628], [-0.98688, 0.26341, 3.35287], [-1.87436, 0.69727, 4.23853], [-0.97214, -1.39863, 2.94247], [2.83903, 1.20698, 0.78534], [3.37697, 1.98685, -0.23248], [4.52535, 1.54755, -0.87270], [5.10481, 0.36123, -0.45970], [4.48302, -0.35640, 0.55530], [3.37240, 0.04252, 1.16139], [1.36788, 3.37881, 2.80819], [0.42339, 3.41116, 1.30597], [2.16119, 3.73917, 1.29442], [-0.28279, 2.13848, 3.01169], [-1.95310, 1.67314, 4.48068], [-2.66389, 0.10493, 4.44887], [2.90374, 2.90841, -0.54267], [4.96183, 2.13072, -1.67258], [6.02026, -0.00416, -0.90502], [4.90038, -1.29675, 0.89904], [3.74964, -2.03267, -2.63865], [2.68019, -2.62154, -1.77211], [2.41271, -3.98416, -1.75251], [1.35918, -4.48562, -1.00405], [0.60645, -3.57736, -0.29682], [-0.94263, -4.12707, 0.65915], [0.85145, -2.27314, -0.26990], [1.87367, -1.80454, -0.99358], [4.57968, -2.72574, -2.77024], [4.12971, -1.10196, -2.21959], [3.33413, -1.80931, -3.62304], [3.02001, -4.66176, -2.33978], [1.12031, -5.53828, -0.98469], [2.04066, -0.73647, -0.95350]], "lowdin_charge": [0.650, -0.044, -0.090, -0.239, 0.004, -0.079, -0.065, -0.143, -0.051, -0.077, 0.086, -0.477, -0.120, -0.171, -0.026, -0.069, -0.078, -0.076, -0.042, -0.284, -0.142, 0.095, 0.078, 0.106, 0.126, 0.107, 0.113, 0.144, 0.118, 0.108, 0.107, 0.106, 0.106, -0.002, -0.248, 0.087, 0.002, -0.768, 0.163, 0.757, -0.245, -0.017, -0.043, -0.068, -0.130, 0.128, 0.098, 0.093, 0.082, 0.140, 0.133, 0.113, 0.107, 0.119, 0.115, 0.119, -0.008, -0.214, 0.022, -0.060, -0.683, 0.890, -0.008, -0.062, 0.093, 0.055, 0.089, 0.133, 0.117, 0.122], "spin_multiplicity": 1, "lumo_energy_ev": -3.096, "total_charge": 1, "e_above_lowest_ev": 0.898, "homo_lumo_gap_ev": 7.212, "energy_ha": -4893.067842}



5.
{"formula": "C29H41MnN2OP2", "method": "ωB97M-V/def2-TZVPD", "species": ["Mn", "C", "C", "C", "P", "C", "C", "C", "C", "C", "C", "C", "C", "C", "N", "C", "C", "C", "C", "C", "C", "P", "C", "C", "C", "C", "C", "C", "H", "H", "H", "H", "H", "H", "H", "H", "H", "H", "H", "H", "H", "H", "H", "H", "H", "H", "H", "H", "H", "H", "H", "H", "H", "H", "H", "H", "H", "H", "H", "H", "H", "H", "H", "H", "O", "N", "C", "C", "C", "C", "C", "H", "H", "H", "H", "H"], "xyz": [[-0.27033, 0.34850, 0.48602], [-2.99895, -3.05780, 0.44480], [-2.02713, -2.85447, -0.71730], [-2.64369, -1.98345, -1.81035], [-0.48624, -2.06643, -0.10955], [0.25553, -3.20897, 1.13819], [1.60189, -2.63261, 1.58138], [0.41203, -4.64486, 0.64764], [0.66340, -1.99934, -1.49716], [0.72956, -3.04438, -2.42223], [1.54388, -2.97636, -3.53387], [2.29233, -1.81891, -3.72911], [2.24679, -0.77116, -2.83307], [1.44637, -0.82635, -1.67274], [1.33552, 0.20599, -0.76439], [2.05632, 1.40073, -0.93602], [3.44953, 1.43272, -1.06587], [4.11775, 2.62949, -1.24547], [3.42056, 3.83255, -1.29278], [2.04878, 3.82251, -1.12263], [1.36077, 2.62526, -0.92522], [-0.43611, 2.57324, -0.63524], [-1.12664, 2.78050, -2.33239], [-2.63847, 2.98689, -2.36183], [-0.72650, 1.56597, -3.17113], [-0.85928, 4.06143, 0.36472], [-2.27432, 3.91320, 0.93496], [0.12238, 4.22203, 1.52970], [-3.92680, -3.50377, 0.08466], [-2.59389, -3.71479, 1.21609], [-3.25514, -2.09806, 0.90428], [-1.77312, -3.82945, -1.14049], [-2.90393, -0.99574, -1.41695], [-1.96390, -1.84818, -2.65175], [-3.56038, -2.44258, -2.18318], [-0.43259, -3.19275, 1.99043], [2.30546, -2.61779, 0.74692], [1.51532, -1.60753, 1.94984], [2.03185, -3.24744, 2.37418], [1.09578, -4.68987, -0.20094], [0.83140, -5.26344, 1.44331], [-0.53856, -5.09010, 0.35114], [0.11676, -3.92604, -2.27502], [1.58463, -3.79277, -4.24080], [2.91989, -1.72767, -4.60699], [2.82698, 0.11666, -3.03740], [3.99870, 0.50063, -1.02849], [5.19522, 2.62741, -1.34977], [3.94476, 4.76552, -1.44807], [1.50395, 4.75992, -1.13973], [-0.63172, 3.66869, -2.73989], [-3.16005, 2.18240, -1.83642], [-2.93719, 3.93756, -1.92333], [-2.98287, 2.98063, -3.39707], [-1.18089, 0.65183, -2.77766], [-1.07587, 1.69740, -4.19631], [0.35253, 1.41748, -3.19898], [-0.81513, 4.94256, -0.28349], [-2.30413, 3.07695, 1.63836], [-2.54483, 4.81659, 1.48344], [-3.03513, 3.74245, 0.17695], [0.14972, 3.31088, 2.13382], [1.13609, 4.44404, 1.20632], [-0.21692, 5.03510, 2.17375], [-0.02984, 0.72141, 2.50204], [-0.12011, -0.13629, 3.50424], [-1.20698, -0.91441, 3.64328], [-1.29946, -1.79799, 4.69646], [-0.26645, -1.87697, 5.61745], [0.83878, -1.05625, 5.45422], [0.89317, -0.18877, 4.38552], [-1.96889, -0.78461, 2.88939], [-2.18516, -2.41034, 4.78512], [-0.32373, -2.56243, 6.45094], [1.66644, -1.07913, 6.14786], [1.71055, 0.48314, 4.17363]], "mulliken_spin": [4.840, 0.017, -0.033, 0.043, -0.006, -0.019, 0.021, -0.002, -0.016, -0.015, 0.011, -0.001, 0.022, -0.019, 0.005, -0.036, 0.019, 0.000, 0.008, -0.007, -0.043, 0.129, -0.037, 0.003, 0.020, -0.008, 0.004, 0.013, 0.001, 0.000, -0.008, -0.001, -0.009, 0.002, 0.001, 0.008, 0.004, 0.006, 0.000, 0.001, -0.001, 0.000, 0.001, 0.000, 0.000, 0.002, 0.000, 0.000, 0.000, 0.000, -0.001, -0.004, 0.001, 0.000, 0.001, 0.001, -0.004, 0.004, -0.001, 0.001, 0.000, -0.008, 0.000, 0.000, 0.054, -0.012, 0.022, 0.008, 0.006, -0.004, 0.005, 0.009, 0.000, 0.000, 0.000, -0.001], "spin_multiplicity": 6, "lumo_energy_ev": [-3.075, -3.121], "total_charge": 1, "e_above_lowest_ev": 0.000, "homo_lumo_gap_ev": [6.313, 6.399], "energy_ha": -3147.933555}